[1]
A molecular structure, C42H45BN9O2PdS in a non-equilibrium geometry. Source: OMol25; level of theory: wB97M-V/def2-TZVPD.

```
101
Properties=species:S:1:pos:R:3
Pd 0.23798 -0.14837 -0.53325
C -5.61355 1.11232 -0.40994
C -4.45224 0.17181 -0.41268
C -4.45670 -1.18420 -0.18973
C -3.10350 -1.58855 -0.29913
N -2.35114 -0.52087 -0.57096
N -3.16933 0.54571 -0.63942
B -2.69518 1.97231 -1.01235
N -1.94795 1.91869 -2.36641
N -0.91361 1.08308 -2.55960
C -0.55240 1.19812 -3.84466
C -1.37429 2.16036 -4.47276
C -2.25548 2.57981 -3.50462
C -3.36938 3.57016 -3.61547
C 0.51861 0.40896 -4.47545
C 0.92044 -0.81581 -3.94774
C 1.89898 -1.57036 -4.57235
C 2.48489 -1.11905 -5.74582
C 2.09176 0.09866 -6.28469
C 1.11917 0.85717 -5.65289
N -1.76620 2.54790 0.09106
N -0.64345 1.91714 0.44193
C -0.04154 2.63918 1.38109
C -0.82126 3.78649 1.64985
C -1.91048 3.68819 0.80832
C -3.05889 4.63115 0.65543
C 1.25201 2.23271 1.94934
C 1.81729 0.99412 1.63002
C 3.06329 0.64160 2.12304
C 3.76588 1.51120 2.94841
C 3.20374 2.73469 3.28739
C 1.95794 3.09136 2.79395
C -2.60543 -2.96800 -0.12988
C -1.30319 -3.40202 -0.47045
C -0.94986 -4.74130 -0.27282
C -1.83586 -5.65209 0.26632
C -3.11048 -5.23370 0.62312
C -3.47252 -3.91327 0.42263
H -6.52020 0.56144 -0.16371
H -5.47747 1.90548 0.32712
H -5.74894 1.58391 -1.38464
H -5.32802 -1.78667 0.00389
H -3.64166 2.69012 -1.11881
H -1.35691 2.47995 -5.50222
H -3.40421 3.96814 -4.62829
H -4.33049 3.10546 -3.38893
H -3.22945 4.39955 -2.91957
H 0.45326 -1.17793 -3.04677
H 2.20773 -2.51075 -4.13306
H 3.24456 -1.71089 -6.24261
H 2.54517 0.45589 -7.20226
H 0.82801 1.81540 -6.06829
H -0.62597 4.57888 2.35377
H -2.91981 5.47991 1.32319
H -3.13456 4.99931 -0.36898
H -4.00598 4.14690 0.90018
H 1.25750 0.28972 0.96918
H 3.48608 -0.32210 1.86010
H 4.74180 1.23708 3.33212
H 3.73961 3.41793 3.93618
H 1.53541 4.05192 3.06478
H -0.52667 -1.61704 -0.82259
H 0.06245 -5.02483 -0.53337
H -1.52960 -6.67990 0.42065
H -3.81210 -5.92768 1.06985
H -4.46401 -3.59701 0.71849
C 2.13911 -4.61057 6.51322
C 1.50467 -3.83354 5.38835
C 1.81637 -2.49603 5.17330
C 1.21396 -1.77506 4.15174
C 0.27633 -2.38866 3.33100
C -0.02891 -3.73371 3.52373
C 0.58108 -4.44537 4.54448
S -0.51741 -1.52911 1.99085
C -1.42717 -0.26034 2.91014
O -0.35059 -2.62276 -1.00187
H 2.92626 -4.03101 6.99452
H 2.56852 -5.54412 6.14587
H 1.39357 -4.86584 7.26995
H 2.55262 -2.01159 5.80584
H 1.48134 -0.73909 3.98472
H -0.74546 -4.20699 2.86268
H 0.33240 -5.49068 4.69520
H -2.25988 -0.71696 3.44461
H -1.79903 0.43142 2.15672
H -0.76918 0.26031 3.60417
C 4.64205 2.83003 -1.54740
N 4.20530 1.45985 -1.56529
C 5.07500 0.31483 -1.46991
C 4.05005 -0.82593 -1.21239
O 4.37610 -1.98884 -1.08749
N 2.80636 -0.27991 -1.16644
C 2.92821 1.03018 -1.38417
N 1.86984 1.81738 -1.42769
H 5.59312 2.90188 -1.01791
H 3.91781 3.44722 -1.01326
H 4.77456 3.23673 -2.55558
H 5.78523 0.39991 -0.64257
H 5.62036 0.12775 -2.39849
H 0.93713 1.28477 -1.25464
H 1.92666 2.80638 -1.59023
```

Results
- HOMO level (eV) = -3.69
- energy relative to the best compared isomer or geometry (same formula, charge and spin) (kcal/mol) = 5.8
- charge = -1
- E_LUMO (Ha) = 0.08977



[2]
A molecular structure, C28H28Cl4N5O2PdS in a non-equilibrium geometry. Source: OMol25; level of theory: wB97M-V/def2-TZVPD.

```
69
Properties=species:S:1:pos:R:3
Pd 0.01191 0.23956 -0.09318
C 1.14131 -2.61723 0.47137
N -0.16396 -2.14260 -0.00081
C -0.46433 -2.72511 -1.31084
C -1.20403 -2.43806 0.96135
C -1.66166 -3.72263 1.18139
C -2.68452 -3.97318 2.08477
C -3.28698 -2.92171 2.76196
C -2.84258 -1.63361 2.57408
C -1.77405 -1.36400 1.69285
N -1.35430 -0.11811 1.40628
C -1.49242 0.99871 2.15433
C -1.52791 1.03353 3.55950
C -1.49886 2.24033 4.22119
C -1.46952 3.43377 3.51077
C -1.41977 3.43171 2.12573
C -1.43151 2.23112 1.43883
N -1.37486 2.11950 0.02188
C -2.65631 1.73687 -0.58899
C -0.80444 3.26920 -0.66484
H 1.18780 -3.71197 0.48365
H 1.92834 -2.23233 -0.18241
H 1.32017 -2.25246 1.48255
H -0.41615 -3.81944 -1.29523
H -1.45477 -2.40781 -1.63863
H 0.27421 -2.37668 -2.03446
H -1.22246 -4.55486 0.65342
H -3.02832 -4.98615 2.23362
H -4.12153 -3.10941 3.42146
H -3.33664 -0.80503 3.05816
H -1.50794 0.10356 4.10683
H -1.51121 2.25503 5.30084
H -1.49979 4.37282 4.03766
H -1.40402 4.37546 1.60532
H -3.35089 2.58615 -0.56306
H -2.48830 1.44295 -1.62717
H -3.11276 0.90107 -0.05645
H -1.49086 4.12493 -0.66903
H 0.13306 3.54646 -0.17903
H -0.60588 2.99117 -1.70126
Cl 3.90086 -1.56462 -5.36615
C 2.60665 -0.92226 -4.45217
C 1.34238 -0.76857 -5.06318
Cl 1.15226 -1.15534 -6.71690
C 0.25528 -0.34363 -4.31976
Cl -1.30762 -0.24395 -5.03015
C 0.38136 -0.02696 -2.94896
O -0.59719 0.27728 -2.20181
C 1.72485 -0.04408 -2.35332
O 1.85365 0.39588 -1.17126
C 2.78793 -0.56416 -3.12893
Cl 4.31499 -0.74191 -2.36390
C 6.11792 2.30117 2.98182
C 4.64744 2.50124 2.91610
C 3.98908 3.61162 3.38390
C 2.58122 3.66847 3.25393
N 1.89857 2.68148 2.71467
C 2.52522 1.58574 2.30501
S 1.71399 0.20479 1.81436
N 3.90294 1.51420 2.37154
C 1.80707 4.83838 3.74487
H 6.58380 3.08822 3.56821
H 6.54399 2.30904 1.97760
H 6.34464 1.33324 3.42920
H 4.53159 4.42294 3.83764
H 4.34000 0.66849 2.01954
H 2.42037 5.48489 4.36512
H 0.94090 4.49146 4.30406
H 1.43268 5.40854 2.89598
```

Results
- multiplicity = 5
- HOMO level (alpha / beta) (eV) = -10.10 / -10.63
- energy relative to the best compared isomer or geometry (same formula, charge and spin) (kcal/mol) = 10.7
- charge = +1
- E_LUMO (alpha / beta) (Ha) = -0.10104 / -0.17150